(1)
One molecule with the formula C2H3Br2N at a distorted geometry. Source: the Open Molecules 2025 dataset; level of theory: wB97M-V/def2-TZVPD.

The geometry in XYZ format:
```
8
Properties=species:S:1:pos:R:3
H -1.495 1.567 1.305
N -1.489 0.605 0.992
C -0.152 0.406 0.131
Br 0.943 1.905 -0.005
C 0.237 -0.827 -0.533
Br 2.058 -1.333 0.036
H 0.327 -0.667 -1.612
H -0.428 -1.656 -0.314
```

Calculated values
- HOMO level (alpha / beta) (eV) = -9.8 / -9.8
- net charge = 0
- orbital gap (alpha / beta) (eV) = 8.9 / 8.9
- energy above the lowest of the compared OMol25 structures with the same formula, charge and spin (kcal per mole) = 47.3



(2)
C7H25BClMnO8P as an isolated structure at a distorted geometry. Source: the Open Molecules 2025 dataset; level of theory: wB97M-V/def2-TZVPD.

The geometry in XYZ format:
```
44
Properties=species:S:1:pos:R:3
Mn 2.023 2.966 -2.593
Cl 2.123 1.605 0.974
B 2.885 0.469 -4.448
H 1.829 0.422 -4.231
H 3.412 0.481 -3.507
H 3.168 -0.357 -5.083
H 3.211 1.374 -4.938
C -3.711 -0.465 -0.789
O -4.186 0.391 -1.805
P -3.749 1.922 -1.913
O -2.257 2.051 -2.063
O -4.542 2.453 -3.280
C -5.949 2.637 -3.244
O -4.454 2.637 -0.647
C -3.865 2.825 0.635
H -2.718 -0.864 -0.993
H -4.413 -1.299 -0.787
H -3.686 0.023 0.186
H -6.461 1.738 -3.588
H -6.236 3.464 -3.894
H -6.289 2.933 -2.252
H -4.414 2.278 1.401
H -3.864 3.860 0.977
H -2.831 2.515 0.486
C 1.458 -0.529 6.637
C 0.068 -0.381 6.016
O -0.047 -0.782 4.619
O 2.284 0.471 5.990
H 1.916 -1.505 6.478
H 1.338 -0.334 7.703
H -0.254 0.657 6.106
H -0.627 -1.005 6.579
H 0.421 -0.180 4.035
H 2.175 0.340 5.045
C 5.363 -3.075 -1.044
C 3.933 -3.517 -0.930
O 3.336 -3.484 -2.243
O 6.049 -3.931 -1.958
H 5.864 -3.052 -0.076
H 5.378 -2.032 -1.359
H 3.302 -2.828 -0.368
H 3.930 -4.512 -0.484
H 3.471 -2.585 -2.550
H 5.613 -3.796 -2.803
```

Calculated values
- HOMO level (alpha / beta) (eV) = -9.8 / -9.4
- net charge = 0
- ⟨S²⟩ = 8.8179
- orbital gap (alpha / beta) (eV) = 4.8 / 4.8
- energy above the lowest of the compared OMol25 structures with the same formula, charge and spin (kcal per mole) = 243.8
- multiplicity = 6



(3)
An isolated ion of composition CH5N2Si and charge +1 at a distorted geometry. Source: the Open Molecules 2025 dataset; level of theory: wB97M-V/def2-TZVPD.

The geometry in XYZ format:
```
9
Properties=species:S:1:pos:R:3
C 1.593 -0.061 -0.190
Si -0.022 -0.182 0.701
N -1.550 0.295 0.098
N -2.353 0.062 -0.783
H 1.565 -0.942 -0.889
H 1.940 0.842 -0.774
H 2.296 -0.111 0.736
H -0.271 -0.587 2.069
H -3.198 0.684 -0.967
```

Calculated values
- HOMO level (eV) = -14.2
- net charge = +1
- orbital gap (eV) = 8.2
- energy above the lowest of the compared OMol25 structures with the same formula, charge and spin (kcal per mole) = 48.4



(4)
An isolated ion of composition C2H4NO3 and charge +1 at a distorted geometry. Source: the Open Molecules 2025 dataset; level of theory: wB97M-V/def2-TZVPD.

The geometry in XYZ format:
```
10
Properties=species:S:1:pos:R:3
C 0.164 -0.657 0.057
C -0.245 1.419 -0.939
N 0.026 -1.536 1.244
O -0.615 -2.469 1.414
O 0.771 -0.815 1.883
O -0.612 0.257 -0.122
H 1.162 -0.902 -0.400
H -0.559 1.089 -1.950
H 0.833 1.418 -0.776
H -0.926 2.196 -0.412
```

Calculated values
- HOMO level (eV) = -17.3
- net charge = +1
- orbital gap (eV) = 11.2
- energy above the lowest of the compared OMol25 structures with the same formula, charge and spin (kcal per mole) = 21.0



(5)
C42H49BGeN9O6SiSr as an isolated structure at a distorted geometry. Source: the Open Molecules 2025 dataset; level of theory: wB97M-V/def2-TZVPD.

The geometry in XYZ format:
```
110
Properties=species:S:1:pos:R:3
Sr 0.520 0.797 0.708
C -2.741 3.955 -2.662
N -2.647 3.014 -1.568
C -1.928 1.897 -1.519
N -2.207 1.215 -0.423
C -3.125 2.014 0.193
N -3.439 3.099 -0.475
C -3.563 3.405 -3.813
C -3.832 4.191 -4.930
C -4.529 3.666 -6.010
C -4.953 2.345 -6.009
C -4.688 1.559 -4.895
C -4.017 2.098 -3.803
C -5.028 0.138 -4.859
N -5.491 -0.631 -5.783
N -5.525 -1.914 -5.249
C -5.076 -1.818 -4.045
O -4.751 -0.546 -3.721
C -4.844 -2.866 -3.052
C -4.743 -4.192 -3.460
C -4.478 -5.175 -2.522
C -4.323 -4.842 -1.183
C -4.443 -3.523 -0.765
C -4.312 -3.171 0.696
N -2.982 -2.709 1.066
C -2.212 -1.781 0.493
N -1.133 -1.579 1.222
C -1.300 -2.434 2.262
N -2.409 -3.136 2.216
C -4.701 -2.536 -1.708
H -1.725 4.196 -2.983
H -3.188 4.863 -2.261
H -1.233 1.615 -2.293
H -3.556 1.787 1.155
H -3.483 5.216 -4.960
H -4.726 4.290 -6.872
H -5.469 1.918 -6.858
H -3.835 1.463 -2.949
H -4.858 -4.431 -4.508
H -4.382 -6.205 -2.835
H -4.106 -5.614 -0.455
H -4.497 -4.042 1.319
H -5.040 -2.402 0.963
H -2.446 -1.284 -0.431
H -0.587 -2.533 3.064
H -4.799 -1.502 -1.398
O 3.709 4.816 -2.743
C 3.042 3.950 -2.236
C 3.525 2.621 -1.690
O 4.661 2.182 -1.759
C 2.364 1.975 -1.083
C 1.289 2.896 -1.023
O 0.224 2.762 -0.331
C 1.548 3.985 -1.980
O 0.724 4.732 -2.474
O 2.322 0.775 -0.583
C 8.374 0.132 1.649
C 7.032 0.404 0.981
C 5.850 -0.067 1.824
C 4.518 0.117 1.105
Ge 4.329 -0.987 -0.502
C 5.463 -2.619 -0.299
C 4.783 -3.837 0.335
C 4.319 -3.596 1.768
C 3.617 -4.810 2.365
H 9.206 0.438 1.014
H 8.490 -0.932 1.867
H 8.455 0.674 2.594
H 7.007 -0.090 0.002
H 6.920 1.471 0.777
H 5.828 0.506 2.756
H 5.996 -1.112 2.109
H 4.404 1.151 0.785
H 3.675 -0.117 1.763
H 4.501 -0.502 -1.928
H 6.349 -2.361 0.287
H 5.824 -2.875 -1.299
H 5.474 -4.687 0.331
H 3.923 -4.138 -0.269
H 3.636 -2.740 1.794
H 5.182 -3.327 2.385
H 2.719 -5.055 1.794
H 3.321 -4.633 3.400
H 4.272 -5.684 2.345
C 1.949 2.506 4.234
Si 0.513 1.358 3.659
C 0.458 0.076 5.085
C -1.026 2.451 3.987
C -2.067 2.096 4.851
C -3.210 2.877 4.980
C -3.345 4.044 4.242
C -2.327 4.420 3.373
C -1.194 3.630 3.249
H 1.781 2.909 5.239
H 2.085 3.352 3.555
H 2.893 1.951 4.248
H 0.404 0.553 6.070
H 1.364 -0.537 5.060
H -0.394 -0.605 4.994
H -1.984 1.188 5.439
H -3.999 2.575 5.660
H -4.236 4.654 4.337
H -2.426 5.323 2.782
H -0.425 3.929 2.542
B 0.414 -3.276 -1.405
C 1.685 -2.483 -0.949
N 2.637 -1.916 -0.622
H 0.788 -3.993 -2.307
H -0.406 -2.467 -1.784
H 0.021 -3.910 -0.451
```

Calculated values
- HOMO level (eV) = -4.3
- net charge = -1
- orbital gap (eV) = 5.8
- energy above the lowest of the compared OMol25 structures with the same formula, charge and spin (kcal per mole) = 32.8



(6)
C52H51CoN6OP2S as an isolated structure at a distorted geometry. Source: the Open Molecules 2025 dataset; level of theory: wB97M-V/def2-TZVPD.

The geometry in XYZ format:
```
114
Properties=species:S:1:pos:R:3
Co 0.029 -0.487 0.563
C -2.720 -0.727 6.045
C -1.363 -0.936 6.267
C -0.477 -0.961 5.207
C -0.931 -0.783 3.898
C -2.285 -0.580 3.685
C -3.176 -0.550 4.751
N -0.006 -0.830 2.775
N 1.093 -1.213 3.145
C 2.115 -1.169 2.195
C 3.378 -1.547 2.640
C 4.457 -1.492 1.779
C 4.253 -1.065 0.474
C 2.979 -0.702 0.043
C 1.885 -0.745 0.889
H -3.412 -0.705 6.877
H -0.998 -1.081 7.276
H 0.577 -1.114 5.373
H -2.663 -0.459 2.689
H -4.231 -0.393 4.563
H 3.490 -1.861 3.674
H 5.448 -1.765 2.122
H 5.090 -1.009 -0.216
H 2.862 -0.360 -0.967
C 0.051 2.812 -0.781
N 0.060 2.223 -2.113
C 0.891 1.071 -2.393
P 0.128 -0.493 -1.792
C 1.076 -1.773 -2.691
C 2.431 -1.604 -3.000
C 3.142 -2.603 -3.649
C 2.515 -3.787 -4.009
C 1.164 -3.954 -3.740
C 0.451 -2.959 -3.083
C -1.500 -0.581 -2.586
C -2.353 -1.632 -2.235
C -3.590 -1.773 -2.842
C -4.003 -0.845 -3.791
C -3.164 0.201 -4.146
C -1.909 0.328 -3.561
C -0.082 3.203 -3.157
C 0.971 3.525 -4.005
C 0.801 4.489 -4.993
C -0.416 5.139 -5.135
C -1.468 4.819 -4.285
C -1.301 3.855 -3.301
P 0.528 1.784 0.670
C -0.209 2.851 1.950
C 0.466 4.005 2.361
C -0.095 4.833 3.321
C -1.327 4.521 3.883
C -2.011 3.391 3.461
C -1.452 2.566 2.494
C 2.298 2.139 0.867
C 2.882 1.897 2.114
C 4.229 2.146 2.313
C 5.012 2.627 1.265
C 4.437 2.870 0.027
C 3.080 2.630 -0.172
H -0.946 3.179 -0.543
H 0.703 3.689 -0.719
H 1.894 1.132 -1.954
H 1.007 0.961 -3.468
H 2.945 -0.679 -2.783
H 4.189 -2.446 -3.885
H 3.071 -4.568 -4.514
H 0.654 -4.857 -4.056
H -0.607 -3.106 -2.909
H -2.050 -2.336 -1.471
H -4.232 -2.605 -2.578
H -4.977 -0.943 -4.256
H -3.480 0.926 -4.888
H -1.266 1.137 -3.880
H 1.934 3.035 -3.893
H 1.631 4.740 -5.645
H -0.545 5.892 -5.903
H -2.426 5.315 -4.397
H -2.130 3.586 -2.651
H 1.429 4.261 1.938
H 0.436 5.726 3.632
H -1.752 5.160 4.649
H -2.978 3.144 3.885
H -1.989 1.702 2.163
H 2.275 1.529 2.934
H 4.672 1.977 3.289
H 6.068 2.823 1.421
H 5.040 3.259 -0.786
H 2.647 2.854 -1.142
N -4.830 1.658 -0.475
C -4.113 0.593 -0.045
C -2.707 0.610 -0.029
N -2.007 -0.415 0.436
C -2.681 -1.499 0.860
C -4.059 -1.519 0.793
N -4.779 -0.488 0.359
H -4.398 2.528 -0.721
H -5.834 1.607 -0.431
H -2.163 1.463 -0.417
H -2.109 -2.327 1.245
H -4.608 -2.399 1.110
O -0.047 -2.473 0.469
S 1.029 -3.527 0.138
C 0.063 -4.891 -0.584
C 0.158 -6.083 0.370
C 0.230 -5.495 1.776
C 1.303 -4.418 1.690
H 0.436 -5.086 -1.588
H -0.949 -4.484 -0.642
H 1.062 -6.660 0.162
H -0.694 -6.749 0.239
H 0.485 -6.246 2.522
H -0.727 -5.051 2.059
H 2.306 -4.848 1.610
H 1.292 -3.678 2.488
```

Calculated values
- HOMO level (alpha / beta) (eV) = -12.9 / -12.9
- net charge = +2
- orbital gap (alpha / beta) (eV) = 7.4 / 7.4
- energy above the lowest of the compared OMol25 structures with the same formula, charge and spin (kcal per mole) = 0.0



Copy entry 4 word for word.
An isolated ion of composition C2H4NO3 and charge +1 at a distorted geometry. Source: the Open Molecules 2025 dataset; level of theory: wB97M-V/def2-TZVPD.

The geometry in XYZ format:
```
10
Properties=species:S:1:pos:R:3
C 0.164 -0.657 0.057
C -0.245 1.419 -0.939
N 0.026 -1.536 1.244
O -0.615 -2.469 1.414
O 0.771 -0.815 1.883
O -0.612 0.257 -0.122
H 1.162 -0.902 -0.400
H -0.559 1.089 -1.950
H 0.833 1.418 -0.776
H -0.926 2.196 -0.412
```

Calculated values
- HOMO level (eV) = -17.3
- net charge = +1
- orbital gap (eV) = 11.2
- energy above the lowest of the compared OMol25 structures with the same formula, charge and spin (kcal per mole) = 21.0